# C32H55LuNP2Si

A structure of composition C32H55LuNP2Si in a non-equilibrium geometry (ωB97M-V with the def2-TZVPD basis set, the OMol25 dataset).

Computed properties:
Energy: -3514.448384 hartree
Energy relative to the best compared isomer or geometry (same formula, charge and spin): 81.4 kcal per mole

ORCA input file:
```
! wB97M-V def2-TZVPD RIJCOSX def2/J DEFGRID3
* xyz 1 1
Lu 0.33 -1.69 1.47
C 1.79 -3.27 0.42
C 2.43 -1.99 0.49
C 2.09 -2.75 2.66
C 1.57 -3.74 1.76
C 2.65 -1.68 1.88
C 1.58 -4.08 -0.81
H 2.09 -3.62 -1.67
H 0.52 -4.18 -1.07
H 1.98 -5.10 -0.69
C 1.06 -5.09 2.12
H 1.24 -5.81 1.31
H -0.03 -5.07 2.30
H 1.54 -5.48 3.02
C 2.08 -2.87 4.15
H 2.60 -3.78 4.49
H 1.06 -2.92 4.54
H 2.59 -2.02 4.61
C 3.26 -0.43 2.42
H 4.20 -0.62 2.96
H 2.59 0.08 3.13
H 3.50 0.27 1.61
C 2.81 -1.15 -0.68
H 3.88 -1.22 -0.91
H 2.59 -0.08 -0.49
H 2.25 -1.45 -1.57
C -1.00 1.12 -1.74
C -0.11 0.98 -2.74
C 1.32 1.40 -2.82
C 1.68 2.69 -2.02
C 1.99 2.59 -0.62
C 1.10 3.14 0.40
C -0.06 2.09 0.58
C -1.01 2.11 -0.64
H 1.55 1.63 -3.87
H 0.80 3.37 -2.17
H 2.02 0.60 -2.52
H -0.77 3.05 -1.20
H -1.90 0.47 -1.78
H -0.44 0.41 -3.61
H -2.04 2.27 -0.28
H 0.42 1.10 0.73
H 1.66 3.21 1.36
H -0.62 2.31 1.50
H 2.53 3.22 -2.50
H 3.01 2.34 -0.31
P -0.97 4.31 -2.47
C -2.74 4.31 -2.78
C -0.10 4.99 -3.90
P 0.77 4.90 0.06
C -0.62 5.38 -1.05
C 2.20 5.64 -0.79
C 0.52 5.98 1.48
H -3.31 4.37 -1.84
H -3.02 3.39 -3.32
H -2.96 5.18 -3.41
H -0.67 5.88 -4.22
H -0.10 4.25 -4.72
H 0.93 5.28 -3.67
H 0.20 6.95 1.07
H 1.45 6.11 2.04
H -0.27 5.58 2.13
H -1.52 5.44 -0.41
H -0.41 6.38 -1.49
H 2.94 5.88 -0.01
H 1.87 6.57 -1.28
H 2.66 4.98 -1.53
C -2.33 -0.58 2.28
Si -2.54 -2.45 2.09
C -1.82 -3.20 3.64
C -4.28 -2.97 1.74
N -1.42 -2.84 0.80
C -1.74 -3.64 -0.30
C -1.97 -5.03 -0.14
C -2.21 -5.82 -1.27
C -2.29 -5.24 -2.53
C -2.08 -3.86 -2.70
C -1.79 -3.06 -1.59
H -3.27 -0.23 2.73
H -2.22 -0.08 1.30
H -1.52 -0.28 2.97
H -2.72 -3.28 4.27
H -1.39 -4.20 3.50
H -1.09 -2.56 4.17
H -4.61 -2.58 0.77
H -4.37 -4.06 1.72
H -4.98 -2.59 2.50
H -1.95 -5.44 0.87
H -2.37 -6.89 -1.14
H -2.51 -5.86 -3.41
H -2.16 -3.39 -3.68
H -1.61 -1.98 -1.67
*
```

=====

# C29H44BrF10N4O10PS

A cluster of 5 separate species, C29H44BrF10N4O10PS in total (ωB97M-V with the def2-TZVPD basis set, the OMol25 dataset).

Computed properties:
Energy: -6415.113268 hartree
Structure (SMILES): CC(=O)OCC1=C(CCCCC(F)(F)C(F)(F)S(F)(F)(F)(F)F)C(=O)C(P(O)Br)=C(CC(=O)F)C1=O.CNC(C)=O.CNC(C)=O.CNC(C)=O.CNC(C)=O

ORCA input file:
```
! wB97M-V def2-TZVPD RIJCOSX def2/J DEFGRID3
* xyz 0 1
C 1.43 -3.94 -0.91
C 1.38 -4.12 -2.40
O 1.85 -5.09 -2.93
O 0.87 -3.14 -3.19
C 0.07 -2.12 -2.62
C 0.84 -1.01 -1.97
C 0.35 -0.21 -1.01
C -1.03 -0.26 -0.43
C -2.16 -0.10 -1.46
C -3.40 0.59 -0.90
C -4.41 -0.41 -0.32
C -5.80 0.17 -0.30
F -5.77 1.42 0.27
F -6.29 0.33 -1.56
C -6.88 -0.58 0.56
F -7.91 0.26 0.78
F -6.36 -0.93 1.75
S -7.64 -2.13 -0.25
F -8.32 -1.19 -1.32
F -6.34 -2.28 -1.17
F -6.96 -3.12 0.78
F -8.90 -2.03 0.69
F -8.27 -3.37 -0.99
C 1.27 0.85 -0.52
O 0.89 1.96 -0.23
C 2.69 0.46 -0.39
P 3.46 1.20 1.10
O 4.06 -0.15 1.81
Br 5.31 2.16 0.24
C 3.21 -0.36 -1.32
C 4.64 -0.85 -1.33
C 4.86 -2.29 -1.65
O 5.36 -3.07 -0.91
F 4.46 -2.68 -2.85
C 2.24 -0.75 -2.42
O 2.56 -0.74 -3.59
H 0.64 -3.34 -0.48
H 1.41 -4.93 -0.46
H 2.40 -3.51 -0.66
H -0.64 -2.53 -1.91
H -0.53 -1.73 -3.45
H -1.12 -1.23 0.07
H -1.11 0.49 0.35
H -2.46 -1.09 -1.80
H -1.81 0.42 -2.34
H -3.15 1.33 -0.15
H -3.88 1.12 -1.72
H -4.41 -1.31 -0.93
H -4.13 -0.69 0.70
H 5.03 -0.16 1.85
H 5.03 -0.75 -0.33
H 5.24 -0.22 -1.98
C 5.26 -0.36 -5.52
C 6.26 0.35 -4.65
O 6.75 -0.17 -3.66
N 6.60 1.62 -4.99
C 6.12 2.41 -6.12
H 5.09 -1.35 -5.11
H 4.31 0.17 -5.52
H 5.62 -0.45 -6.54
H 7.27 2.05 -4.37
H 6.95 2.69 -6.76
H 5.62 3.31 -5.77
H 5.41 1.83 -6.70
C 0.80 2.49 3.40
C -0.59 1.94 3.60
O -1.27 1.54 2.66
N -1.07 1.89 4.87
C -0.40 2.31 6.09
H 1.03 2.48 2.34
H 0.88 3.52 3.77
H 1.53 1.87 3.93
H -2.00 1.51 4.94
H -0.30 1.46 6.77
H -0.97 3.09 6.58
H 0.58 2.71 5.87
C 3.44 5.18 8.47
C 2.16 4.45 8.11
O 1.58 4.65 7.06
N 1.68 3.55 9.02
C 2.23 3.19 10.31
H 3.69 5.84 7.65
H 3.31 5.76 9.38
H 4.26 4.47 8.62
H 0.83 3.11 8.72
H 2.46 2.13 10.34
H 1.52 3.42 11.10
H 3.14 3.75 10.50
C -2.87 -2.53 -5.03
C -3.85 -1.80 -4.14
O -3.55 -0.74 -3.60
N -5.07 -2.36 -3.96
C -5.58 -3.61 -4.49
H -1.95 -1.96 -5.07
H -2.66 -3.53 -4.64
H -3.27 -2.64 -6.04
H -5.68 -1.82 -3.36
H -6.47 -3.43 -5.09
H -5.84 -4.29 -3.68
H -4.83 -4.09 -5.11
*
```

=====

# C6H6O2S

A cluster of 2 separate species, C6H6O2S in total in a non-equilibrium geometry (ωB97M-V with the def2-TZVPD basis set, the OMol25 dataset).

Computed properties:
Energy: -780.743067 hartree
Energy relative to the best compared isomer or geometry (same formula, charge and spin): 84.3 kcal per mole

ORCA input file:
```
! wB97M-V def2-TZVPD RIJCOSX def2/J DEFGRID3
* xyz 0 1
C 0.98 0.56 -0.72
C 1.45 -0.76 -1.10
C 0.09 0.86 0.24
C -1.89 -1.88 -0.73
C -0.69 0.51 1.50
C -0.74 1.90 0.90
O 1.38 -3.31 -0.57
O -1.84 -1.39 -1.74
S 0.93 -1.98 -0.13
H 1.34 1.50 -1.27
H 2.24 -0.93 -1.83
H -1.49 -0.15 1.32
H -0.20 0.34 2.37
H -0.05 2.47 1.57
H -1.50 2.26 0.19
*
```